Below is a 12-piece molecular cluster, C40H114F3N11O17 overall, with properties calculated with wB97M-V/def2-TZVPD.

Structure (XYZ):
```
185
Properties=species:S:1:pos:R:3:forces:R:3:lowdin_charge:R:1
C 2.9167 8.2986 2.6814 0.438 0.003 -0.566 -0.03
C 2.5823 6.9395 3.1989 0.746 -0.368 2.334 -0.26
C 2.5225 5.7533 2.2401 0.360 0.105 0.654 -0.18
O 2.2621 4.5653 2.9599 0.314 0.481 0.384 -0.21
C 2.1746 3.4079 2.1177 -0.708 0.966 0.580 -0.06
N 3.7230 6.6193 4.2721 -1.296 -0.746 -0.900 0.24
H 4.6567 6.8186 3.9426 0.473 0.455 0.162 0.17
H 3.4517 7.0542 5.1424 0.582 0.826 0.272 0.17
H 3.6700 5.6361 4.4969 0.103 -0.798 -0.192 0.15
H 2.1319 8.7041 2.0429 0.162 -0.095 -0.099 0.11
H 3.8588 8.1799 2.1461 -0.038 0.491 -0.448 0.10
H 3.0913 9.0133 3.4857 -0.147 -0.067 0.065 0.11
H 1.7984 7.0162 3.9523 -0.885 -0.408 -0.782 0.15
H 3.5075 5.6404 1.7873 0.130 0.244 -0.497 0.14
H 1.7720 5.9366 1.4712 -0.090 0.083 -0.145 0.14
H 3.0761 3.1967 1.5425 0.156 -0.094 0.230 0.09
H 1.3540 3.6673 1.4489 -0.170 -0.680 -0.472 0.08
H 1.8896 2.6292 2.8251 0.214 -0.313 -0.514 0.09
C -2.1982 -3.0745 4.2251 -0.065 0.058 -0.800 -0.02
C -3.6682 -2.8411 4.3623 -0.341 1.134 0.529 -0.31
C -4.6394 -3.8703 3.7757 0.630 0.847 -0.275 -0.18
O -5.9478 -3.3642 3.8860 0.931 0.814 0.590 -0.21
C -6.9113 -4.3406 3.6232 -1.523 -1.415 1.874 -0.08
N -4.0082 -2.6043 5.8488 -0.691 -0.644 -1.066 0.26
H -5.0182 -2.5983 5.8525 -0.891 -0.106 0.410 0.16
H -3.6871 -3.3661 6.4290 0.203 -0.329 0.472 0.18
H -3.7132 -1.7174 6.2314 0.466 0.225 0.099 0.17
H -2.0644 -3.1611 3.1468 0.528 -0.300 -0.051 0.09
H -1.8200 -3.9586 4.7383 -0.025 0.021 -0.056 0.11
H -1.6591 -2.1736 4.5180 0.153 -0.178 0.233 0.08
H -3.9006 -1.8575 3.9540 -0.095 -0.019 -0.323 0.12
H -4.3658 -4.8060 4.2633 -0.880 -0.528 0.162 0.15
H -4.4978 -3.9842 2.7010 0.891 -0.167 -0.079 0.14
H -6.8381 -5.0530 4.4450 0.432 -0.898 -0.378 0.10
H -6.8866 -4.8390 2.6541 0.223 0.306 -0.094 0.11
H -7.9075 -4.0026 3.9084 0.005 0.831 -0.865 0.11
C -1.3256 2.7172 3.4867 0.734 -1.217 -1.484 -0.02
C -2.5498 2.7026 2.6065 -0.828 1.040 -0.626 -0.23
C -2.3018 3.2139 1.1400 0.500 -2.307 0.254 -0.15
O -3.5190 3.1208 0.4458 -0.576 -0.766 0.783 -0.21
C -3.8592 4.2350 -0.2802 0.056 1.376 -1.109 -0.11
N -3.2321 1.2681 2.5872 2.509 1.631 0.195 0.26
H -3.3516 1.0258 3.5604 -1.309 -0.036 0.155 0.16
H -3.9181 1.0643 1.8745 -1.084 0.319 0.209 0.13
H -2.4870 0.6387 2.3250 1.306 -0.741 -0.879 0.09
H -1.4539 2.5926 4.5620 -0.201 0.620 -0.141 0.11
H -0.7589 3.5709 3.1150 0.009 0.421 0.966 0.09
H -0.6855 1.9041 3.1443 0.220 -0.363 0.087 0.07
H -3.2557 3.4075 3.0458 -0.549 -0.382 -0.103 0.15
H -1.6572 2.5217 0.5984 0.507 -0.399 0.334 0.13
H -1.7534 4.1491 1.0269 -0.610 0.465 0.654 0.14
H -4.8335 4.0738 -0.7416 -0.126 0.286 0.313 0.07
H -3.1636 4.4179 -1.0992 0.264 -0.147 -0.294 0.09
H -3.8300 5.1567 0.3009 -0.470 0.017 0.227 0.12
C -4.0308 0.5327 -1.9635 -1.613 0.809 0.912 0.00
C -5.5659 0.4172 -1.7397 -0.461 -1.043 -0.025 -0.24
C -5.9234 -0.7869 -0.8356 0.022 0.750 -0.776 -0.20
O -5.2726 -0.5667 0.3742 -0.924 -1.083 2.634 -0.19
C -5.9275 -1.3503 1.4555 0.336 0.285 0.348 -0.03
N -6.1741 1.7480 -1.2149 1.060 -0.451 -0.471 0.25
H -5.9832 1.8652 -0.2300 -0.116 0.164 0.548 0.15
H -5.7374 2.5040 -1.7227 0.831 0.333 0.060 0.13
H -7.1324 1.9501 -1.4617 -0.969 -0.806 0.426 0.18
H -3.9295 1.5060 -2.4437 0.810 -0.396 -0.841 0.08
H -3.6789 -0.3854 -2.4339 0.077 0.499 -0.503 0.09
H -3.4706 0.6238 -1.0328 -0.224 -0.185 0.189 0.07
H -6.1634 0.3155 -2.6456 0.578 -0.320 -0.401 0.15
H -5.5671 -1.7223 -1.2671 0.178 0.081 -0.502 0.15
H -7.0028 -0.9164 -0.7577 -0.235 0.256 0.332 0.14
H -6.9525 -1.0255 1.6344 0.029 0.245 -0.219 0.11
H -5.3922 -1.2988 2.4036 0.326 1.004 -0.196 0.05
H -5.9542 -2.4389 1.4080 0.100 -0.118 -1.380 0.09
C 3.4154 1.4263 -1.9171 -0.215 -1.282 -0.648 -0.02
C 3.4527 -0.1470 -2.0281 1.965 -0.050 1.163 -0.23
C 4.8803 -0.6605 -2.3434 -0.622 -0.367 0.097 -0.15
O 4.9019 -2.0763 -2.4923 -2.208 2.487 3.362 -0.19
C 5.7563 -2.5970 -3.3831 0.461 -0.532 -2.842 -0.12
N 3.0454 -0.7763 -0.6806 -1.254 1.566 -1.177 0.25
H 3.5350 -0.5027 0.1593 1.658 0.547 0.624 0.10
H 2.1510 -0.3211 -0.5664 -0.867 -0.371 0.530 0.09
H 2.9404 -1.7806 -0.6608 0.255 -1.334 -0.578 0.10
H 3.7118 1.8375 -0.9522 -0.145 -0.250 0.079 0.07
H 2.4109 1.6996 -2.2400 -0.145 0.426 0.498 0.05
H 4.0749 1.8646 -2.6661 0.175 -0.188 0.022 0.08
H 2.7000 -0.4749 -2.7451 0.211 -0.278 0.055 0.14
H 5.5201 -0.3696 -1.5103 0.169 0.129 0.173 0.14
H 5.2062 -0.0830 -3.2086 0.242 -0.400 -0.474 0.13
H 6.8150 -2.3593 -3.2793 0.096 -0.174 0.430 0.11
H 5.3986 -2.1547 -4.3129 0.678 -0.312 -1.015 0.09
H 5.5282 -3.6619 -3.4286 0.543 -0.040 0.050 0.10
C -2.5215 6.3952 -7.3259 0.141 0.528 0.276 -0.02
C -2.1511 5.0909 -6.6450 0.602 0.962 1.150 -0.29
C -1.0885 5.2524 -5.5053 0.890 -1.790 -0.987 -0.11
O -0.8457 3.9538 -4.8361 -0.239 1.334 -0.379 -0.21
C -0.0034 4.1039 -3.6853 -0.649 -1.157 1.209 -0.10
N -3.4040 4.4358 -6.1077 0.081 -1.075 -1.238 0.22
H -3.7955 4.1238 -6.9849 -1.227 0.291 -0.366 0.16
H -3.1610 3.5324 -5.7270 0.299 -0.089 1.181 0.15
H -4.1007 4.9426 -5.5806 0.028 0.447 0.334 0.18
H -3.3954 6.2782 -7.9667 0.124 -0.017 -0.197 0.10
H -1.6857 6.7785 -7.9114 -0.024 -0.317 -0.225 0.12
H -2.7275 7.2113 -6.6334 -0.177 -0.162 0.298 0.10
H -1.9409 4.3656 -7.4310 1.098 0.023 0.247 0.16
H -1.2526 6.0810 -4.8162 -0.622 -0.175 0.171 0.14
H -0.1445 5.4764 -6.0020 -0.018 0.305 -0.231 0.14
H -0.6399 4.2671 -2.8155 -0.161 1.493 0.071 0.07
H 0.8960 4.7168 -3.7443 -0.455 0.446 -0.427 0.11
H 0.3414 3.1556 -3.2732 0.321 -0.737 -1.261 0.07
C -1.1223 -0.3626 -7.5061 -1.230 0.936 0.807 -0.05
C -0.8629 -1.7175 -6.8160 -0.616 1.481 -1.583 -0.22
C -0.8332 -1.5238 -5.3191 1.026 -1.795 0.855 -0.19
O -0.5738 -2.7754 -4.7174 -0.684 -1.386 -1.779 -0.18
C -0.7490 -2.8188 -3.3399 -0.276 0.833 0.646 -0.11
N -2.1170 -2.6477 -7.1557 1.633 0.629 0.980 0.26
H -2.0528 -3.5212 -6.6527 0.435 -0.573 0.415 0.16
H -2.9305 -2.1845 -6.7767 -0.444 0.292 -0.168 0.15
H -2.2704 -2.8896 -8.1243 0.162 0.257 -0.662 0.17
H -1.3067 -0.3023 -8.5787 0.500 -0.582 -0.019 0.10
H -0.4620 0.4512 -7.2064 1.000 -0.637 -0.254 0.10
H -2.0068 0.0999 -7.0680 -0.794 -0.346 0.091 0.06
H 0.0585 -2.0685 -7.2806 -0.272 -1.004 0.434 0.17
H -1.7939 -1.1381 -4.9777 -0.204 0.429 0.163 0.12
H 0.0214 -0.9539 -4.9545 -0.251 1.121 -0.636 0.15
H -1.7754 -2.5341 -3.1085 -0.370 0.239 0.251 0.08
H -0.0779 -2.0740 -2.9120 0.090 -0.281 0.629 0.08
H -0.6169 -3.8172 -2.9229 0.537 0.108 -0.446 0.10
C 1.7953 -8.0404 0.9527 1.355 -1.522 -0.148 -0.03
C 0.5229 -7.3063 1.1525 1.390 2.829 -0.172 -0.31
C 0.6862 -5.8333 0.6185 0.255 0.950 1.508 -0.14
O -0.3072 -4.9262 1.1636 -0.848 -0.636 -1.163 -0.22
C -0.3401 -3.6532 0.4796 -0.719 -0.312 0.715 -0.08
N -0.5383 -7.9948 0.4029 -1.475 0.370 0.372 0.25
H -0.6580 -7.5759 -0.5083 0.323 -0.120 -0.713 0.18
H -0.4343 -8.9968 0.3303 0.379 -0.561 -0.133 0.18
H -1.4276 -7.8363 0.8547 -0.529 -0.033 0.295 0.17
H 2.0284 -8.2466 -0.0919 0.086 0.749 -0.314 0.11
H 1.8024 -9.0659 1.3220 -0.526 -0.080 0.571 0.10
H 2.6673 -7.6012 1.4372 -0.215 0.365 -0.218 0.10
H 0.2787 -7.1542 2.2038 -0.411 -0.632 -0.023 0.16
H 0.7913 -5.7079 -0.4592 -0.130 -0.378 -0.267 0.13
H 1.5527 -5.3611 1.0813 0.900 -1.028 -0.512 0.10
H -1.3933 -3.3736 0.4525 -0.058 0.170 -0.070 0.08
H 0.0329 -3.6417 -0.5445 0.365 -0.310 0.098 0.07
H 0.1696 -2.9080 1.0902 0.286 0.066 -0.157 0.07
C 0.8613 -0.7636 3.6217 -0.151 -0.869 0.501 -0.03
C 1.8931 -1.7827 4.2766 -1.076 2.887 0.445 -0.27
C 2.0811 -2.9936 3.4754 -0.028 -2.281 -1.933 -0.22
O 2.9356 -3.9712 4.0232 0.989 0.894 0.833 -0.14
C 3.1192 -5.2186 3.3473 -1.118 -0.251 -0.474 -0.05
N 3.1832 -1.0465 4.4045 0.844 -1.095 -0.266 0.24
H 3.3165 -0.1913 4.9250 -0.534 0.012 0.935 0.18
H 3.8216 -1.7716 4.6992 0.913 -0.068 0.761 0.17
H 3.6013 -0.7757 3.5259 0.653 0.529 -2.235 0.10
H 0.4546 -0.1028 4.3872 0.440 0.314 0.143 0.07
H -0.0443 -1.1996 3.2001 0.184 -0.711 0.018 0.03
H 1.2341 -0.1943 2.7703 0.559 0.028 0.218 0.07
H 1.6304 -2.0117 5.3094 -0.320 -0.161 -0.084 0.16
H 2.3947 -2.7489 2.4606 0.371 0.309 -0.288 0.15
H 1.0826 -3.4004 3.3156 -0.449 -0.324 0.159 0.12
H 3.8311 -5.8968 3.8178 -0.051 0.656 0.686 0.11
H 3.4305 -5.2083 2.3027 0.149 0.946 -0.189 0.09
H 2.1324 -5.6814 3.3633 -0.157 -0.493 0.012 0.07
N -0.4959 -0.1064 0.1660 -2.959 -2.895 -1.403 -0.61
O -1.3230 -0.4847 1.0512 -0.249 1.115 2.129 -0.12
O -0.8122 -0.5019 -0.9631 0.667 0.630 -1.253 -0.03
O 0.5193 0.4793 0.3964 1.851 1.611 0.993 0.01
N 3.2056 -4.3111 -1.6152 -0.488 -1.946 1.692 -0.66
O 3.5629 -5.4152 -1.9953 1.238 -0.662 -0.017 0.00
O 3.5446 -3.8577 -0.4922 0.390 0.639 0.479 -0.09
O 2.3290 -3.7492 -2.2386 -2.163 2.485 -1.557 -0.08
C 5.5461 1.0714 2.2246 -1.791 -1.290 -1.886 -0.42
O 6.1503 1.6396 1.0239 -0.800 -0.545 0.483 -0.11
O 4.6905 0.0082 1.9326 0.934 1.023 0.742 -0.25
C 6.6308 0.8417 3.3095 -1.075 -0.403 -1.138 -0.66
F 6.1787 0.2237 4.3543 -2.326 -3.506 2.300 0.15
F 7.7364 0.1988 2.9928 0.540 0.811 -0.766 0.21
F 6.7710 2.0177 3.8712 2.389 3.455 -0.162 0.14
C 6.4849 3.0166 1.0693 1.821 -0.093 -1.544 -0.25
C 6.8750 3.3870 -0.4367 -0.450 0.478 0.883 -0.04
H 6.0395 3.7139 -1.0557 -0.689 -0.756 0.108 0.04
H 7.4795 4.2766 -0.6138 0.609 -0.063 0.917 0.07
H 7.3929 2.5508 -0.9064 -0.170 -0.013 0.172 0.08
H 7.3332 3.1377 1.7429 0.450 0.111 -0.288 0.11
H 5.7613 3.6831 1.5387 -0.945 -0.066 -0.283 0.08
H 4.9466 1.8999 2.6018 -0.132 0.483 0.666 0.11
```
Positions in Å, forces in eV/Å.

## Properties
LUMO level: -11.953 eV
E_tot: -3770.57074 Eh
total charge: +6

***

Below is a 2-piece molecular cluster, C4H11NO2 overall, with properties calculated with wB97M-V/def2-TZVPD.

Structure (XYZ):
```
18
Properties=species:S:1:pos:R:3:forces:R:3:lowdin_charge:R:1
C -0.2997 1.5409 -2.5466 -2.061 -1.058 -2.435 -0.01
C 0.6577 1.4531 -1.5020 -2.675 6.009 2.310 -0.67
O 1.5788 0.8462 -1.2180 4.162 -4.144 0.176 0.17
O 0.3631 2.6007 -0.7347 3.839 2.793 0.754 -0.04
H 0.3428 1.6977 -3.4239 -0.540 0.213 -0.188 0.11
H -1.1245 2.3445 -2.4338 1.643 -1.700 -0.133 0.13
H -0.6414 0.5091 -2.6324 -0.789 0.066 -0.631 0.09
H 1.3154 3.1160 -0.6135 -3.584 -2.196 0.149 0.20
C -0.0170 -2.6025 2.9044 -2.564 -0.547 -1.017 -0.08
C -1.2798 -2.3004 1.7983 2.637 2.617 4.087 -0.26
N -0.7786 -1.1980 0.9879 -1.931 1.131 1.605 -0.03
H -0.3486 -3.2756 3.7618 0.301 1.367 -0.791 0.07
H 0.4957 -1.6571 3.1220 -0.617 -0.279 0.422 0.06
H 0.6786 -3.1965 2.3768 1.022 -0.717 -0.706 0.01
H -1.4889 -3.1545 1.2480 -0.806 -1.719 -0.706 0.06
H -2.0485 -1.9166 2.4834 -0.326 -0.493 -0.719 0.09
H -0.1744 -1.6095 0.3765 2.052 -0.606 -2.436 0.02
H -1.4581 -0.5932 0.5165 0.235 -0.737 0.258 0.07
```
Positions in Å, forces in eV/Å.

## Properties
SMILES: CC(=O)O.CCN
LUMO level: 0.641 eV
E_tot: -364.16736 Eh
total charge: 0
energy relative to the best compared isomer or geometry (same formula, charge and spin): 264.7 kJ/mol

***

no.,orbital gap (eV),F_max (hartree/bohr)
1,4.696,0.0932
2,9.590,0.1356